No. 1
# C5H6O

One molecule with the formula C5H6O (ωB97M-V/def2-TZVPD, the OMol25 dataset).

```
12
Properties=species:S:1:pos:R:3:forces:R:3
C 1.55644 -0.26041 -0.85113 -0.098 -0.109 -0.018
C 0.54943 -0.90362 -0.27607 0.109 -0.022 -0.329
C -0.28727 0.80274 1.71201 -0.568 0.113 0.309
C -1.26808 0.69322 0.69659 -0.073 0.244 0.468
O -1.01833 0.95939 -0.71314 0.066 0.018 -0.105
C -0.84031 -0.35506 -0.28745 0.228 -0.302 -0.173
H 1.40366 0.69730 -1.34019 -0.020 -0.115 0.107
H 2.55570 -0.66756 -0.84778 0.067 -0.065 -0.003
H 0.67731 -1.87474 0.20081 0.007 0.191 -0.084
H 0.61293 1.27164 1.32667 0.333 -0.005 -0.284
H -2.31717 0.70107 0.94989 -0.177 -0.101 0.002
H -1.62431 -1.06397 -0.57022 0.126 0.154 0.109
```
Positions in Å, forces in eV/Å.

Values from the calculation:
- Kohn-Sham gap (eV) = 8.542
- total charge = 0
- highest occupied orbital energy (Eh) = -0.329
- E (eV) = -7323.92278
- LUMO energy (eV) = -0.41
- ΔE to the lowest compared entry with this formula, charge and spin (eV) = 5.362

Mulliken population analysis, charges in e, atoms 1 to 5: -0.604, -0.581, -0.568, 0.032, -0.426


No. 2
# C5H6O

One molecule with the formula C5H6O (ωB97M-V/def2-TZVPD, the OMol25 dataset).

```
12
Properties=species:S:1:pos:R:3:forces:R:3
C 1.13629 -1.20815 -0.16893 0.102 0.312 -0.031
C 1.32083 0.11724 -0.16826 -0.171 -0.331 -0.185
C 0.39085 1.07067 0.43707 -0.065 0.065 0.002
C -0.93765 0.89287 0.46220 0.035 -0.028 0.117
C -1.61387 -0.21136 -0.24679 -0.449 -0.060 -0.097
O -2.68867 -0.67534 0.06617 0.271 0.195 0.034
H 1.75382 -1.86445 -0.77015 0.142 0.038 0.189
H 0.36033 -1.67663 0.42467 -0.015 0.043 -0.041
H 2.17455 0.53159 -0.69464 -0.009 0.017 -0.009
H 0.80156 1.99266 0.84187 0.014 -0.144 0.076
H -1.59326 1.59074 0.97871 0.123 -0.074 -0.068
H -1.10478 -0.55983 -1.16192 0.021 -0.033 0.013
```
Positions in Å, forces in eV/Å.

Values from the calculation:
- Kohn-Sham gap (eV) = 9.557
- total charge = 0
- highest occupied orbital energy (Eh) = -0.348
- E (eV) = -7328.00682
- LUMO energy (eV) = 0.10
- structure (SMILES) = C=C/C=C\C=O
- ΔE to the lowest compared entry with this formula, charge and spin (eV) = 1.278

Mulliken population analysis, charges in e, atoms 1 to 5: -0.848, -0.072, -0.193, -0.203, -0.249


No. 3
# C5H6O

One molecule with the formula C5H6O (ωB97M-V/def2-TZVPD, the OMol25 dataset).

```
12
Properties=species:S:1:pos:R:3:forces:R:3
C -0.60257 -1.37650 -0.31427 -0.070 -0.130 -0.050
C 0.30432 0.81542 0.28369 0.036 0.400 -0.007
C -0.52207 1.98520 0.15974 -0.232 0.003 -0.063
O 0.86967 1.93715 0.66015 0.096 -0.293 0.014
C 0.56613 -0.50929 0.12161 0.241 -0.051 0.044
C 1.93203 -0.83561 0.29753 -0.338 -0.129 -0.142
H -0.56821 -2.34577 0.19040 0.051 0.120 -0.069
H -0.59816 -1.55831 -1.39453 0.054 -0.002 0.143
H -1.56094 -0.91112 -0.05760 0.107 -0.060 -0.060
H -1.27753 2.20358 0.90780 0.142 0.030 -0.003
H -0.61704 2.47859 -0.80229 -0.025 -0.069 0.077
H 2.07438 -1.88334 -0.05224 -0.061 0.181 0.117
```
Positions in Å, forces in eV/Å.

Values from the calculation:
- Kohn-Sham gap (spin up / spin down) (eV) = 7.772 / 7.771
- total charge = 0
- highest occupied orbital energy (spin up / spin down) (Eh) = -0.295 / -0.295
- E (eV) = -7324.11264
- LUMO energy (spin up / spin down) (eV) = -0.27 / -0.27
- ΔE to the lowest compared entry with this formula, charge and spin (eV) = 5.172

Mulliken population analysis, charges in e, atoms 1 to 5: -1.185, 0.410, -0.125, -0.380, 0.310